C29H41Br3N8O12 | ωB97M-V/def2-TZVPD

```
93
Properties=species:S:1:pos:R:3
C -1.5583 -0.1820 -0.0176
Br -1.7803 1.7170 0.0331
Br -2.9021 -0.9892 -1.1661
Br -1.4990 -0.9978 1.7501
H -0.5797 -0.3645 -0.4435
C 3.3798 0.9931 -1.4836
C 4.7369 0.7632 -1.6755
C 5.4452 0.0640 -0.7207
C 4.8511 -0.2703 0.4960
C 3.5218 0.0563 0.7208
C 2.7894 0.7201 -0.2640
O 1.4468 0.9600 -0.1040
O 6.7556 -0.3200 -0.8873
H 2.7914 1.4942 -2.2430
H 5.2145 1.0300 -2.6108
H 5.4785 -0.7027 1.2635
H 3.0921 -0.2442 1.6691
H 1.2979 1.2838 0.8143
H 6.9325 -0.6133 -1.7848
C -1.0865 0.9109 -4.0722
C -2.4700 0.7352 -4.0763
C -3.2563 1.8467 -3.7940
C -2.6907 3.1001 -3.5643
C -1.3180 3.1628 -3.3465
C -0.5190 2.0502 -3.5362
O 0.8206 2.1133 -3.2322
O -4.6191 1.7604 -3.7150
H -0.4716 0.0192 -4.1656
H -2.9228 -0.2460 -4.0607
H -3.3339 3.9520 -3.3997
H -0.8859 4.0869 -2.9768
H 1.1183 1.2260 -3.0037
H -4.9476 0.8797 -3.9103
C 0.3891 -7.1731 0.3508
C -0.9019 -6.6612 0.4594
C -1.1010 -5.3202 0.7088
C -0.0332 -4.4591 0.9461
C 1.2544 -4.9782 0.8624
C 1.4544 -6.3311 0.6364
O 2.7254 -6.8503 0.4880
O -2.3846 -4.8246 0.5776
H 0.6462 -8.1981 0.1227
H -1.7450 -7.3200 0.2983
H -0.1582 -3.4054 1.1500
H 2.0769 -4.3134 1.1063
H 3.3582 -6.1423 0.6550
H -2.3388 -3.8629 0.5835
C 2.7509 -2.4531 -0.2477
C 1.8750 -1.8781 -1.1586
C 1.1527 -2.6959 -2.0043
C 1.3611 -4.0775 -2.0238
C 2.3589 -4.6103 -1.2298
C 3.0850 -3.7915 -0.3720
O 4.1250 -4.3363 0.3541
O 0.2039 -2.0882 -2.7794
H 3.2110 -1.8993 0.5644
H 1.6949 -0.8117 -1.2055
H 0.7136 -4.6868 -2.6409
H 2.4420 -5.6890 -1.1710
H 4.8466 -3.7007 0.3536
H -0.1402 -2.5932 -3.5194
C -3.4473 4.5083 2.4841
O -3.5594 4.3434 3.6920
N -4.2316 3.8154 1.5964
N -2.5306 5.3247 1.9075
H -3.7910 3.5587 0.7253
H -4.8553 3.1216 1.9712
H -1.9570 5.9341 2.4565
H -2.5287 5.5070 0.9191
C -5.6943 0.5390 2.6673
O -6.7567 -0.0183 2.4668
N -5.4428 1.3461 3.7495
N -4.6626 0.5238 1.7512
H -5.9318 1.1554 4.6049
H -4.5243 1.7521 3.8249
H -3.7569 0.7402 2.1212
H -4.8259 0.0723 0.8719
C 0.5224 5.2198 -1.1100
O 0.8222 5.5816 -2.2317
N 0.8530 3.9876 -0.5917
N 0.1266 6.0986 -0.1320
H 0.3267 3.6981 0.2161
H 1.1302 3.3424 -1.3131
H 0.2444 7.0658 -0.3708
H 0.2073 5.7889 0.8179
C 0.9660 1.7036 3.6086
O 0.7697 2.1898 2.5013
N 1.2464 2.5255 4.6586
N 0.8596 0.3842 3.9046
H 1.3743 2.1153 5.5631
H 1.3884 3.4878 4.4207
H 0.6925 -0.2517 3.1325
H 1.2123 -0.0048 4.7584
```

- F_max (eV/A) = 2.7
- net charge = 0
- energy relative to the best compared isomer or geometry (same formula, charge and spin) (kcal per mole) = 16.3